1.
Molecular formula: C6H16N
Method: DFT, the ωB97M-V functional and the def2-TZVPD basis

The HOMO energy comes out at -13.9 eV. As for the charge: +1. For the energy relative to the best compared isomer or geometry (same formula, charge and spin), the calculation gives 341.4 kJ/mol.

CARTESIAN COORDINATES (ANGSTROEM)
1 C 1.40 1.25 -1.31
2 C 0.94 -0.10 -0.76
3 C -0.43 -0.28 -0.42
4 C 1.13 -0.18 0.77
5 C 0.92 -1.48 1.64
6 C -0.49 -1.89 2.03
7 N -2.78 2.11 -1.71
8 H 2.48 1.40 -1.26
9 H 1.12 1.41 -2.36
10 H 0.85 2.04 -0.79
11 H 1.50 -0.93 -1.21
12 H -0.98 0.56 -0.01
13 H -0.99 -1.06 -0.94
14 H 0.76 0.72 1.29
15 H 2.21 0.05 0.94
16 H 1.40 -2.23 0.99
17 H 1.58 -1.50 2.51
18 H -0.98 -2.51 1.28
19 H -1.18 -1.06 2.23
20 H -0.44 -2.40 2.99
21 H -3.58 1.99 -2.31
22 H -3.02 2.85 -1.07
23 H -2.07 2.52 -2.30


2.
Molecular formula: CdH16O8
Method: DFT, the ωB97M-V functional and the def2-TZVPD basis

The HOMO energy comes out at -19.2 eV. As for the charge: +2. For the energy relative to the best compared isomer or geometry (same formula, charge and spin), the calculation gives 13.8 kJ/mol.

CARTESIAN COORDINATES (ANGSTROEM)
1 Cd -9.40 12.43 -13.98
2 O -10.52 10.43 -13.99
3 H -11.19 10.20 -14.64
4 H -10.31 9.68 -13.53
5 O -8.64 14.06 -15.64
6 H -9.24 13.79 -16.36
7 H -8.84 14.97 -15.46
8 O -10.84 12.42 -15.90
9 H -10.59 11.81 -16.60
10 H -11.77 12.61 -16.18
11 O -10.40 12.46 -11.94
12 H -11.18 12.89 -11.56
13 H -10.51 11.54 -11.65
14 O -8.07 10.98 -12.72
15 H -8.22 10.88 -11.77
16 H -7.56 10.25 -13.03
17 O -8.06 11.33 -15.54
18 H -7.83 10.42 -15.44
19 H -7.44 11.70 -16.15
20 O -10.74 14.54 -13.72
21 H -10.18 15.21 -14.15
22 H -11.01 14.89 -12.89
23 O -7.72 13.72 -13.05
24 H -7.69 14.64 -12.85
25 H -7.15 13.24 -12.43


3.
Molecular formula: C10H21CoINO2P2Se
Method: DFT, the ωB97M-V functional and the def2-TZVPD basis

The HOMO energy (alpha / beta) comes out at -14.9 / -15.5 eV. As for the spin multiplicity: 5. As for the charge: +2.

CARTESIAN COORDINATES (ANGSTROEM)
1 C 1.58 4.90 -2.28
2 C 1.16 3.44 -2.12
3 H 1.76 5.15 -3.35
4 H 2.48 5.08 -1.70
5 H 0.82 5.54 -1.87
6 O 1.06 2.72 -3.09
7 I 0.76 2.71 -0.07
8 Co -0.21 -0.78 -0.07
9 P -2.31 -0.12 0.15
10 C -3.65 -1.15 -0.59
11 C -2.78 0.05 1.92
12 H -3.79 0.49 1.99
13 H -3.67 1.68 -0.62
14 H -2.06 0.72 2.40
15 H -2.07 2.27 0.02
16 H -3.82 -2.06 0.01
17 H -2.79 -0.92 2.44
18 C -2.59 1.50 -0.59
19 H -4.57 -0.56 -0.63
20 H -2.18 1.50 -1.61
21 H -3.38 -1.43 -1.62
22 P 1.86 -1.28 0.56
23 C 2.58 -2.88 0.02
24 C 3.05 -0.06 -0.04
25 H 1.67 -0.32 2.77
26 H 3.07 -1.42 2.66
27 H 1.44 -2.10 2.85
28 C 2.02 -1.29 2.39
29 H 2.90 0.89 0.51
30 H 4.06 -0.46 0.14
31 H 3.67 -2.85 0.18
32 H 2.40 -3.04 -1.06
33 H 2.89 0.10 -1.11
34 H 2.15 -3.72 0.59
35 C -0.19 -1.29 -1.74
36 O -0.16 -1.57 -2.89
37 Se -1.47 -4.31 2.79
38 C -1.00 -3.00 1.73
39 N -0.69 -2.14 0.95


4.
Molecular formula: C5H8O2
Method: DFT, the ωB97M-V functional and the def2-TZVPD basis

As for the SMILES: C=C1CC1.O=CO. The HOMO energy comes out at -9.9 eV. As for the charge: 0. For the energy relative to the best compared isomer or geometry (same formula, charge and spin), the calculation gives 193.0 kJ/mol.

CARTESIAN COORDINATES (ANGSTROEM)
1 C -0.66 1.43 -0.64
2 C -0.92 0.21 -0.19
3 C -1.23 -1.18 -0.51
4 C -1.40 -0.62 0.91
5 H -0.48 1.60 -1.70
6 H -0.68 2.29 0.02
7 H -2.11 -1.35 -1.13
8 H -0.43 -1.90 -0.64
9 H -2.40 -0.40 1.28
10 H -0.70 -0.99 1.65
11 O 1.57 -0.94 0.56
12 C 2.43 -0.12 0.35
13 O 2.25 1.09 -0.17
14 H 3.49 -0.29 0.56
15 H 1.28 1.19 -0.34


5.
Molecular formula: C17H12N5O11
Method: DFT, the ωB97M-V functional and the def2-TZVPD basis

The HOMO energy comes out at -3.9 eV. As for the charge: -1.

CARTESIAN COORDINATES (ANGSTROEM)
1 C 0.72 4.14 -0.32
2 C 0.60 2.91 0.51
3 O 0.21 1.82 -0.34
4 C 0.08 0.66 0.33
5 C -0.67 -0.35 -0.45
6 C -1.43 -1.44 0.37
7 O -1.83 -2.40 -0.24
8 C -1.59 -1.32 1.85
9 C -2.19 -0.19 2.47
10 C -2.46 -0.20 3.83
11 C -2.08 -1.31 4.61
12 N -2.26 -1.30 6.02
13 O -1.89 -2.29 6.69
14 O -2.79 -0.29 6.55
15 C -1.49 -2.45 4.02
16 C -1.26 -2.45 2.65
17 O 0.52 0.55 1.47
18 H 1.00 4.99 0.32
19 H 1.48 4.04 -1.11
20 H -0.24 4.38 -0.80
21 H 1.54 2.65 1.00
22 H -0.17 3.03 1.28
23 H -1.55 0.12 -0.91
24 H -2.45 0.67 1.84
25 H -2.94 0.65 4.32
26 H -1.22 -3.31 4.64
27 H -0.79 -3.31 2.16
28 O 3.18 0.89 -5.82
29 N 3.23 -0.08 -5.04
30 O 4.08 -0.98 -5.13
31 C 2.30 -0.22 -3.91
32 C 2.57 -1.17 -2.93
33 C 1.78 -1.17 -1.76
34 N 2.02 -2.25 -0.80
35 O 2.85 -3.14 -1.09
36 O 1.39 -2.26 0.29
37 C 0.54 -0.41 -1.56
38 C 0.28 0.46 -2.64
39 N -0.94 1.09 -2.96
40 O -1.98 1.31 -2.37
41 O -0.83 1.45 -4.30
42 N 0.40 1.15 -4.82
43 C 1.08 0.57 -3.80
44 H 3.40 -1.87 -3.09
45 H -0.22 -1.36 -1.06


6.
Molecular formula: C12H14IN3O3Pt
Method: DFT, the ωB97M-V functional and the def2-TZVPD basis

The HOMO energy (alpha / beta) comes out at -6.7 / -7.6 eV. As for the spin multiplicity: 3. As for the charge: 0. For the energy relative to the best compared isomer or geometry (same formula, charge and spin), the calculation gives 181.4 kJ/mol.

CARTESIAN COORDINATES (ANGSTROEM)
1 C 0.08 0.45 2.51
2 C 0.07 -1.01 2.44
3 H 0.66 0.58 3.58
4 H -1.13 1.78 3.37
5 H 0.57 1.04 1.72
6 H 0.62 -1.22 1.48
7 H 0.61 -1.42 3.28
8 H -0.91 -1.44 2.40
9 C 0.44 2.32 -2.18
10 C 0.14 3.34 -3.09
11 C -0.18 2.96 -4.41
12 C -0.43 1.62 -4.77
13 H 0.70 2.41 -1.13
14 H 0.19 4.40 -2.79
15 H -0.23 3.71 -5.19
16 H -0.69 1.26 -5.79
17 N 0.51 1.08 -2.68
18 C -0.17 0.66 -3.79
19 C -0.27 -0.77 -3.84
20 N 0.34 -1.36 -2.77
21 C -0.08 -2.52 -2.22
22 C -0.89 -2.99 -4.43
23 C -0.65 -3.42 -3.11
24 H -0.01 -2.65 -1.13
25 H -0.89 -4.43 -2.78
26 C -0.79 -1.64 -4.80
27 H -0.97 -1.21 -5.78
28 H -1.11 -3.70 -5.20
29 Pt 1.88 -0.19 -2.11
30 I 3.84 0.36 -0.80
31 O 0.95 0.56 4.94
32 N -0.22 0.74 5.55
33 O -0.80 -0.29 5.84
34 O -1.15 0.91 2.95


Which of these has the lowest charge? C17H12N5O11


Which value of charge does entry 6 give? 0